# C10H9Cl

One molecule with the formula C10H9Cl (ωB97M-V/def2-TZVPD, the Open Molecules 2025 dataset).

Element x y z (Å)
C1 0.78 2.50 -1.49
C2 1.08 2.75 -0.15
C3 0.26 1.28 -1.88
C4 0.83 1.78 0.81
C5 0.01 0.29 -0.92
C6 0.29 0.57 0.45
C7 -0.51 -0.99 -1.12
C8 -0.53 -1.69 0.58
C9 -0.08 -0.55 1.38
C10 -1.05 -3.01 0.92
Cl1 -0.93 -1.85 -2.50
H1 0.96 3.26 -2.23
H2 1.49 3.70 0.13
H3 0.03 1.08 -2.92
H4 1.06 1.98 1.85
H5 0.76 -0.82 2.03
H6 -0.88 -0.21 2.04
H7 -2.14 -3.04 0.87
H8 -0.74 -3.29 1.93
H9 -0.68 -3.76 0.22

Results
Energy = -23035.5434 eV
SMILES = CC1=C(Cl)c2ccccc2C1
Energy relative to the best compared isomer or geometry (same formula, charge and spin) = 23.41 kcal/mol
E_HOMO (alpha / beta) = -7.42 / -7.00 eV